A structure of composition C20H27N4O6SSiTl. Source: the Open Molecules 2025 dataset; level of theory: ωB97M-V/def2-TZVPD.

The geometry in XYZ format:
```
60
Properties=species:S:1:pos:R:3:mulliken_charge:R:1
Tl 0.83 0.38 0.00 2.41
O -1.95 -2.11 -7.34 -0.52
C -2.42 -1.55 -6.18 0.72
O -3.57 -1.17 -6.18 -0.64
C -1.47 -1.43 -5.08 0.87
C -1.80 -0.62 -3.97 -1.29
C -0.96 -0.48 -2.90 0.59
C 0.29 -1.18 -2.82 0.72
C 0.64 -1.95 -3.97 -1.59
C -0.22 -2.06 -5.04 -1.03
N 1.02 -1.12 -1.70 -0.24
C 2.18 -1.92 -1.56 -0.21
C 2.91 -1.92 -0.42 0.17
C 4.08 -2.76 -0.22 -1.40
C 4.73 -2.77 0.97 -0.01
C 4.28 -1.94 2.05 -1.08
C 3.22 -1.12 1.80 0.15
N 2.55 -1.08 0.64 -0.23
H -0.99 -2.23 -7.25 0.28
H -2.73 -0.08 -3.99 0.44
H -1.20 0.23 -2.12 0.80
H 1.59 -2.46 -4.02 0.26
H 0.11 -2.70 -5.86 0.12
H 2.48 -2.59 -2.35 0.10
H 4.41 -3.38 -1.05 0.31
H 5.60 -3.41 1.10 0.36
H 4.78 -1.92 3.01 0.38
H 2.85 -0.44 2.56 0.24
N -1.25 -1.27 0.38 -0.20
C -2.68 -0.99 0.25 -0.51
C -3.22 -0.02 1.29 -0.59
N -2.76 1.36 1.22 -0.59
H -0.94 -1.90 -0.36 0.23
H -1.02 -1.69 1.27 0.21
H -3.29 -1.91 0.29 0.38
H -2.84 -0.56 -0.75 0.18
H -2.98 -0.40 2.29 0.27
H -4.31 -0.05 1.20 0.31
H -1.82 1.43 1.59 0.16
H -2.68 1.66 0.25 0.33
O 0.51 2.56 -3.03 -0.69
S 0.50 2.78 -1.60 1.17
O 0.35 4.16 -1.18 -0.70
O 1.77 2.17 -0.98 -0.78
O -0.60 1.91 -0.95 -0.68
C -0.63 0.22 5.93 -0.99
Si 0.27 1.60 5.05 -0.06
C 1.96 1.80 5.81 -0.98
C -0.70 3.17 5.27 -0.95
C 0.43 1.20 3.31 0.41
C 0.55 0.93 2.12 -1.29
H -0.74 0.44 7.00 0.29
H -0.08 -0.72 5.83 0.30
H -1.62 0.07 5.50 0.30
H 1.90 2.09 6.86 0.31
H 2.52 2.57 5.27 0.30
H 2.52 0.87 5.73 0.28
H -0.79 3.43 6.33 0.28
H -1.71 3.05 4.85 0.30
H -0.22 3.99 4.74 0.31
```

The charge is -2. The HOMO-LUMO gap comes out at 4.64 eV. The lowest unoccupied orbital energy comes out at 4.2 eV. The HOMO energy is -0.4 eV. The value obtained for the relative energy (zero: lowest compared OMol25 entry of this formula, charge and spin) is 0.5793 eV. The value obtained for the energy is -2308.99489 hartree.

A cluster of 7 separate species, C34H39F19N2O12 in total at a distorted geometry. Source: the Open Molecules 2025 dataset; level of theory: ωB97M-V/def2-TZVPD.

The geometry in XYZ format:
```
106
Properties=species:S:1:pos:R:3:mulliken_charge:R:1
C 1.68 1.02 2.33 -0.86
C 0.98 1.15 0.90 0.33
F 1.95 1.27 -0.14 -0.35
C 0.14 -0.18 0.73 0.13
C 0.85 -1.34 0.23 -0.57
C 0.06 -2.64 0.09 -0.64
C -1.33 -2.64 0.46 -0.51
C -2.07 -1.44 0.98 0.21
N -3.43 -1.59 1.34 -0.55
C -3.93 -0.43 1.83 -0.48
C -3.14 0.84 1.97 -0.15
N -1.84 1.00 1.62 -0.37
C -1.31 -0.19 1.12 0.64
H 0.94 0.46 2.97 0.29
H 2.56 0.32 2.23 0.15
H 1.96 2.02 2.76 0.33
H 0.29 2.04 0.86 0.31
H 1.94 -1.30 -0.04 0.47
H 0.64 -3.52 -0.27 0.38
H -1.91 -3.60 0.35 0.38
H -5.00 -0.41 2.15 0.35
H -3.66 1.72 2.41 0.56
C -3.76 -0.59 -1.93 -0.78
C -4.04 0.32 -3.11 -0.09
O -3.49 -0.24 -4.32 -0.16
C -4.25 -1.15 -4.94 0.26
O -5.32 -1.52 -4.56 -0.54
C -3.57 -1.61 -6.23 0.84
F -2.26 -1.85 -6.06 -0.24
F -3.67 -0.68 -7.20 -0.25
F -4.11 -2.74 -6.71 -0.25
H -2.69 -0.81 -1.85 0.29
H -4.10 -0.15 -1.00 0.18
H -4.27 -1.55 -2.07 0.30
H -3.54 1.28 -2.95 0.51
H -5.09 0.53 -3.21 -0.07
C -4.55 0.60 8.19 -1.10
C -3.09 0.85 7.88 -0.23
O -2.94 1.50 6.61 -0.28
C -3.09 2.83 6.61 0.31
O -3.35 3.49 7.57 -0.51
C -2.86 3.39 5.20 0.89
F -3.46 2.65 4.25 -0.24
F -1.55 3.42 4.89 -0.26
F -3.32 4.64 5.06 -0.25
H -5.02 0.04 7.37 0.29
H -4.66 0.04 9.11 0.38
H -5.10 1.54 8.28 0.31
H -2.56 -0.10 7.81 0.32
H -2.61 1.43 8.67 0.32
C -11.47 1.78 -1.95 -1.11
C -10.72 1.33 -3.18 -0.21
O -9.40 1.89 -3.20 -0.30
C -8.47 1.25 -2.48 0.23
O -8.67 0.26 -1.84 -0.50
C -7.11 1.93 -2.64 1.13
F -7.19 3.27 -2.55 -0.27
F -6.55 1.66 -3.84 -0.32
F -6.23 1.54 -1.70 -0.26
H -11.48 2.87 -1.88 0.30
H -12.50 1.42 -1.97 0.37
H -11.00 1.41 -1.04 0.31
H -11.23 1.69 -4.08 0.32
H -10.68 0.24 -3.25 0.32
C 5.96 -1.53 -0.56 -1.12
C 6.00 -2.69 0.41 -0.22
O 6.63 -2.29 1.65 -0.30
C 5.84 -1.67 2.53 0.41
O 4.68 -1.42 2.36 -0.51
C 6.63 -1.35 3.80 0.83
F 7.85 -0.86 3.54 -0.23
F 6.80 -2.45 4.56 -0.27
F 6.01 -0.45 4.58 -0.26
H 6.97 -1.12 -0.71 0.33
H 5.56 -1.85 -1.52 0.38
H 5.34 -0.71 -0.18 0.28
H 6.61 -3.50 0.00 0.34
H 5.00 -3.09 0.60 0.30
C 11.04 -1.08 2.26 -1.17
C 10.51 -2.44 2.68 0.12
O 10.91 -3.44 1.73 -0.31
C 12.14 -3.95 1.89 0.33
O 12.91 -3.62 2.75 -0.51
C 12.40 -5.04 0.85 0.88
F 11.99 -4.68 -0.38 -0.24
F 11.76 -6.18 1.16 -0.25
F 13.70 -5.34 0.75 -0.24
H 10.73 -0.84 1.24 0.29
H 10.67 -0.30 2.93 0.36
H 12.13 -1.06 2.27 0.39
H 9.42 -2.42 2.68 0.02
H 10.83 -2.70 3.69 0.32
C 0.05 0.86 -4.68 -1.14
C -0.83 1.61 -5.66 0.03
O -0.51 3.02 -5.66 -0.34
C 0.52 3.38 -6.42 0.33
O 1.18 2.63 -7.08 -0.51
C 0.71 4.90 -6.36 0.88
F 0.62 5.38 -5.10 -0.24
F -0.21 5.54 -7.09 -0.25
F 1.91 5.28 -6.82 -0.24
H -0.02 1.31 -3.69 0.32
H -0.25 -0.18 -4.62 0.33
H 1.10 0.91 -4.98 0.40
H -1.88 1.53 -5.35 0.11
H -0.76 1.20 -6.67 0.32
```

The HOMO-LUMO gap comes out at 8.27 eV. Its SMILES is C[C@@H](F)c1cccc2nccnc12.CCOC(=O)C(F)(F)F.CCOC(=O)C(F)(F)F.CCOC(=O)C(F)(F)F.CCOC(=O)C(F)(F)F.CCOC(=O)C(F)(F)F.CCOC(=O)C(F)(F)F. The lowest unoccupied orbital energy comes out at -0.7 eV. The HOMO energy is -9.0 eV. The value obtained for the energy is -4228.86712 hartree.

The molecule C2HN3O4 at a distorted geometry. Source: the Open Molecules 2025 dataset; level of theory: ωB97M-V/def2-TZVPD.

The geometry in XYZ format:
```
10
Properties=species:S:1:pos:R:3:mulliken_charge:R:1
C -0.27 0.08 -0.84 0.46
C 0.40 -1.30 0.94 0.36
N -0.16 -1.04 -0.38 -0.24
N 0.91 -0.13 1.48 0.13
N -0.75 1.00 -1.77 0.87
O 0.30 -2.30 1.57 -0.44
O -1.97 1.09 -1.90 -0.49
O 0.04 1.59 -2.46 -0.49
O 0.94 1.01 0.89 -0.42
H 0.55 -0.01 2.47 0.27
```

The HOMO-LUMO gap (spin up / spin down) comes out at 8.50 / 6.80 eV. The lowest unoccupied orbital energy (spin up / spin down) comes out at -2.1 / -2.4 eV. The HOMO energy (spin up / spin down) is -10.6 / -9.2 eV. The value obtained for the relative energy (zero: lowest compared OMol25 entry of this formula, charge and spin) is 5.4749 eV. The value obtained for the energy is -541.75609 hartree.

A structure of composition CF4O3PTl at a distorted geometry. Source: the Open Molecules 2025 dataset; level of theory: ωB97M-V/def2-TZVPD.

The geometry in XYZ format:
```
10
Properties=species:S:1:pos:R:3:mulliken_charge:R:1
C 1.32 -0.11 -1.52 0.78
O -0.22 -0.91 -0.35 -0.55
O 1.30 0.96 -0.91 -0.41
O 1.83 -0.76 -2.35 -0.28
Tl 0.07 -2.34 1.17 1.12
P -0.67 0.40 0.48 1.39
F -2.08 0.21 1.20 -0.22
F 0.04 -0.38 1.87 -0.38
F -0.16 1.75 1.13 -0.18
F -1.43 1.18 -0.72 -0.27
```

The charge is +1. The HOMO-LUMO gap (spin up / spin down) comes out at 10.85 / 6.04 eV. As for the spin multiplicity: 2. Its expectation value of S² is 0.7580. The lowest unoccupied orbital energy (spin up / spin down) comes out at -5.8 / -10.5 eV. The HOMO energy (spin up / spin down) is -16.7 / -16.6 eV. The value obtained for the energy is -1176.89450 hartree.